1.
73
Properties=species:S:1:pos:R:3 method="wB97M-V/def2-TZVPD" multiplicity=1 lumo_ha=-0.03490 max_force_ha_per_bohr=0.02458 homo_lumo_gap_ha=0.24937 de_lowest_ev=0.0000
Ti -1.329 -0.021 0.867
C 1.736 -1.960 -1.425
C 0.979 -2.597 -0.277
C -0.240 -3.354 -0.779
C 1.894 -3.525 0.512
O 0.515 -1.514 0.563
Ge 0.534 -1.475 2.398
O -1.506 -1.465 2.118
C -2.459 -2.393 2.744
C -3.442 -2.854 1.690
C -3.154 -1.622 3.848
C -1.682 -3.573 3.300
O 0.220 0.391 2.086
C 1.031 1.471 2.705
C 1.665 2.271 1.584
C 2.101 0.834 3.579
C 0.098 2.322 3.540
H 2.056 -2.724 -2.139
H 2.620 -1.436 -1.056
H 1.101 -1.244 -1.949
H 0.049 -4.127 -1.494
H -0.937 -2.671 -1.268
H -0.764 -3.835 0.051
H 2.290 -4.299 -0.148
H 1.362 -4.029 1.324
H 2.741 -2.979 0.934
H -4.095 -2.045 1.368
H -4.064 -3.646 2.112
H -2.922 -3.247 0.816
H -3.601 -0.711 3.451
H -2.453 -1.347 4.639
H -3.946 -2.233 4.285
H -1.152 -4.105 2.505
H -2.379 -4.273 3.763
H -0.962 -3.270 4.061
H 2.154 1.619 0.859
H 2.416 2.939 2.015
H 0.931 2.881 1.059
H 2.768 0.189 2.999
H 1.673 0.256 4.399
H 2.714 1.625 4.013
H -0.587 2.893 2.915
H 0.697 3.024 4.127
H -0.484 1.706 4.227
S -1.479 4.749 0.386
Sb -2.513 2.945 -0.409
S -0.383 1.406 -0.881
S -2.765 1.525 1.668
C 2.896 4.361 -2.393
N 2.143 3.134 -2.248
C 2.923 1.975 -2.631
C 0.822 3.261 -2.880
C 0.239 1.977 -3.432
C 0.317 1.725 -4.797
C -0.231 0.580 -5.357
C -0.878 -0.337 -4.544
C -0.971 -0.115 -3.177
C -0.410 1.029 -2.622
H 3.811 4.314 -1.801
H 2.309 5.206 -2.029
H 3.175 4.569 -3.440
H 3.862 1.992 -2.073
H 3.175 1.939 -3.704
H 2.404 1.052 -2.376
H 0.875 3.982 -3.708
H 0.130 3.684 -2.148
H 0.809 2.452 -5.433
H -0.161 0.414 -6.424
H -1.319 -1.229 -4.971
H -1.473 -0.831 -2.544
Se -5.237 -0.316 -1.606
C -3.663 -0.568 -0.914
N -2.593 -0.723 -0.434

---

2.
69
Properties=species:S:1:pos:R:3 method="wB97M-V/def2-TZVPD" multiplicity=2 s2=0.75 charge=-1 lumo_ha="0.08766 / 0.08893" max_force_ha_per_bohr=0.07500 homo_lumo_gap_ha="0.07105 / 0.35769"
C -0.040 -4.307 3.408
C -0.464 -3.075 2.711
N -0.801 -2.084 2.172
H -0.576 -4.293 4.357
H 1.047 -4.312 3.480
H -0.400 -5.253 3.003
C 4.500 0.276 2.720
C 5.638 -0.369 2.107
N 6.537 -0.922 1.583
H 3.790 -0.425 3.159
H 4.089 1.080 2.109
H 4.886 0.754 3.620
C 1.528 4.610 2.428
C 0.530 4.907 1.345
N -0.268 5.101 0.513
H 1.099 3.909 3.144
H 1.842 5.519 2.941
H 2.474 4.350 1.951
C -0.432 1.132 1.167
C 0.900 0.430 1.102
N 1.909 -0.115 1.026
H -0.557 1.635 0.207
H -0.473 1.896 1.944
H -1.201 0.376 1.324
C -3.694 -2.234 0.683
C -3.778 -3.383 -0.205
N -3.840 -4.314 -0.911
H -2.710 -1.871 0.385
H -3.565 -2.584 1.707
H -4.554 -1.565 0.690
C -5.535 0.984 2.260
C -5.643 1.079 0.809
C -4.438 1.847 0.439
O -3.457 1.499 1.456
C -4.068 0.800 2.577
H -6.195 0.166 2.550
H -5.799 1.916 2.760
H -6.595 1.563 0.591
H -5.616 0.166 0.215
H -4.542 2.924 0.569
H -4.031 1.610 -0.544
H -3.634 1.348 3.413
H -3.791 -0.254 2.537
C 5.466 -0.646 -2.182
C 4.244 0.153 -1.986
C 3.745 0.504 -3.322
O 4.680 -0.006 -4.297
C 5.858 -0.294 -3.615
H 5.250 -1.710 -2.089
H 6.233 -0.428 -1.438
H 4.497 1.026 -1.384
H 3.479 -0.345 -1.390
H 3.448 1.530 -3.538
H 2.925 -0.208 -3.425
H 6.381 0.650 -3.467
H 6.529 -1.064 -3.997
C -0.919 -0.908 -2.006
C -0.025 -0.325 -3.034
C -1.009 -0.072 -4.190
O -2.049 -1.075 -4.071
C -1.962 -1.716 -2.766
H -1.338 -0.009 -1.554
H -0.386 -1.450 -1.225
H 0.650 -1.046 -3.495
H 0.579 0.573 -2.901
H -0.399 -0.021 -5.092
H -1.454 0.918 -4.086
H -1.587 -2.738 -2.719
H -2.909 -1.807 -2.234

---

3.
82
Properties=species:S:1:pos:R:3 method="wB97M-V/def2-TZVPD" multiplicity=1 lumo_ha=-0.06504 max_force_ha_per_bohr=0.06527 homo_lumo_gap_ha=0.29529 de_lowest_ev=2.7181
Br 4.739 -4.375 1.774
C 6.389 -3.583 0.909
C 6.533 -3.988 -0.578
Br 5.268 -2.983 -1.759
H 7.210 -4.036 1.465
H 6.325 -2.505 1.053
H 6.376 -5.052 -0.751
H 7.538 -3.743 -0.922
Br 0.983 -1.554 -5.670
C 1.336 -3.338 -4.883
C 2.389 -4.116 -5.676
Br 2.411 -6.019 -5.011
H 0.370 -3.843 -4.892
H 1.710 -3.197 -3.869
H 3.393 -3.704 -5.575
H 2.055 -4.189 -6.711
Br 0.937 -2.637 9.973
C 1.273 -2.677 7.940
C 0.058 -2.196 7.139
Br 0.232 -2.765 5.246
H 1.504 -3.711 7.686
H 2.218 -2.213 7.656
H -0.120 -1.120 7.137
H -0.844 -2.700 7.485
Br 0.940 5.709 1.497
C -0.063 5.685 3.186
C -0.673 4.315 3.261
Br -1.790 4.077 1.613
H -0.877 6.386 2.999
H 0.586 5.886 4.038
H -1.319 4.174 4.128
H 0.161 3.614 3.234
Br -0.882 -1.778 -0.589
C 0.510 -0.446 -0.500
C 1.538 -0.705 0.716
Br 3.021 0.502 0.713
H 0.036 0.533 -0.426
H 1.039 -0.585 -1.443
H 2.017 -1.683 0.688
H 0.975 -0.680 1.649
O 7.391 1.733 3.801
S 6.827 2.750 4.718
O 7.637 3.224 5.837
O 6.391 4.035 3.665
C 7.386 4.517 2.795
C 8.420 5.243 3.550
C 5.163 2.181 5.253
H 6.959 5.141 2.010
H 7.919 3.686 2.332
H 8.904 4.524 4.211
H 7.946 6.012 4.160
H 9.214 5.599 2.894
H 5.394 1.340 5.907
H 4.628 1.776 4.394
H 4.858 3.092 5.768
O -10.096 -0.854 -3.805
S -9.848 -2.231 -4.160
O -10.203 -2.684 -5.481
O -8.245 -2.615 -3.907
C -7.638 -2.362 -2.673
C -6.139 -2.635 -2.836
C -10.624 -3.392 -2.963
H -7.852 -3.030 -1.839
H -7.630 -1.365 -2.231
H -6.007 -3.668 -3.157
H -5.743 -2.454 -1.836
H -5.604 -1.953 -3.496
H -10.351 -3.338 -1.909
H -10.343 -4.409 -3.238
H -11.712 -3.386 -3.031
C -3.627 2.376 -3.710
C -3.056 2.493 -4.898
C -3.646 2.707 -6.170
O -3.048 2.692 -7.234
C -5.104 2.699 -6.047
C -5.791 2.622 -4.857
C -5.085 2.568 -3.568
O -5.653 2.600 -2.497
H -3.008 2.145 -2.855
H -1.981 2.420 -4.969
H -5.648 2.661 -6.980
H -6.859 2.780 -4.876